Molecular formula: C2H15O6
Method: DFT, ωB97M-V/def2-TZVPD

Structure (XYZ):
```
23
Properties=species:S:1:pos:R:3
C -1.3776 -1.6204 1.1416
O -1.4353 -1.0940 -0.1630
C -1.0034 -0.5818 2.2104
H -0.7045 -2.4809 1.1525
H -2.4123 -1.9100 1.3581
H 0.0804 -0.4649 2.2315
H -1.3997 -0.8801 3.1791
H -1.4323 0.3929 1.9667
H -0.7947 -0.3720 -0.3657
H 0.6461 1.1324 -1.8460
O 0.4721 0.5337 -1.1130
H 0.9669 1.1268 0.1820
H 0.4450 1.6017 1.5865
O 1.2338 1.6613 1.0344
H 2.1482 -1.8246 -2.0889
H 1.9193 -0.6950 -1.1488
O 2.5052 -1.4780 -1.2602
H -0.3750 -1.9376 -2.9424
H 0.3029 -0.5851 -2.3936
O 0.1035 -1.1469 -3.1891
H -0.5752 3.5329 -0.2975
H 0.5894 3.1255 0.5139
O 0.0972 3.9640 0.2516
```

- energy above the lowest of the compared OMol25 structures with the same formula, charge and spin (kJ/mol) = 39.2
- total charge = -1
- energy (eV) = -14604.359
- frontier orbital gap (eV) = 9.742
- LUMO (eV) = 3.63
- molecular weight (g mol⁻¹) = 135.14


Molecular formula: C6H12O
Method: DFT, ωB97M-V/def2-TZVPD

Structure (XYZ):
```
19
Properties=species:S:1:pos:R:3
C 2.4487 -0.5440 -0.3178
O 1.0751 -0.8283 -0.2599
C 0.3798 0.0518 0.5877
C 0.1801 1.4819 0.0252
C -1.3398 1.2096 -0.1069
C -1.1504 -0.1900 0.5361
C -1.6095 -1.3970 -0.2666
H 2.9220 -0.6264 0.6743
H 2.6401 0.4676 -0.7080
H 2.9027 -1.2737 -0.9926
H 0.8204 0.0122 1.5978
H 0.4503 2.2887 0.7136
H 0.7042 1.6489 -0.9223
H -1.6945 1.1757 -1.1433
H -1.9907 1.8908 0.4495
H -1.5677 -0.2457 1.5486
H -2.7042 -1.4555 -0.2915
H -1.2415 -1.3424 -1.2954
H -1.2253 -2.3242 0.1714
```

- energy above the lowest of the compared OMol25 structures with the same formula, charge and spin (kJ/mol) = 134.7
- energy (eV) = -8462.958
- SMILES = CO[C@H]1CC[C@H]1C
- frontier orbital gap (eV) = 10.642
- LUMO (eV) = 1.15
- molecular weight (g mol⁻¹) = 100.16


Molecular formula: C5H8
Method: DFT, ωB97M-V/def2-TZVPD

Structure (XYZ):
```
13
Properties=species:S:1:pos:R:3
C 0.7386 -0.8871 0.5626
C 1.3123 -0.1347 -0.3753
C 0.3300 0.9053 -0.7406
C -0.9741 0.3966 -0.2482
C -0.6589 -0.6205 0.8867
H 1.4039 -1.7460 0.8563
H 2.2317 -0.3634 -0.8902
H 0.3205 1.2341 -1.8862
H 0.6871 1.8657 -0.0243
H -1.6188 -0.1620 -0.9802
H -1.6311 1.3567 0.0087
H -1.3493 -1.5377 0.9029
H -0.7920 -0.3069 1.9278
```

- energy above the lowest of the compared OMol25 structures with the same formula, charge and spin (kJ/mol) = 120.3
- energy (eV) = -5312.920
- SMILES = C1=CCCC1
- frontier orbital gap (eV) = 9.978
- LUMO (eV) = 1.14
- molecular weight (g mol⁻¹) = 68.12


Molecular formula: C16H51F3N9O12S
Method: DFT, ωB97M-V/def2-TZVPD

Structure (XYZ):
```
92
Properties=species:S:1:pos:R:3
C 0.6992 -1.3387 0.0126
F 1.8008 -1.7994 0.5372
F 0.6931 -1.6939 -1.2461
F -0.3473 -1.7994 0.7750
S 0.8009 0.5549 0.0503
O 0.9716 0.8632 1.4905
O 1.9603 0.8621 -0.8203
O -0.4525 1.0619 -0.5122
C -5.3353 -0.2016 -0.7604
C -3.9104 0.1748 -0.9620
C -3.2580 -0.3067 -2.2826
O -3.5395 -1.7319 -2.5530
C -2.6262 -2.6117 -1.9377
N -3.6596 1.6216 -0.7676
H -5.8820 0.1160 -1.6483
H -5.7834 0.2740 0.1120
H -5.3380 -1.2902 -0.7053
H -3.2440 -0.2751 -0.2261
H -2.1808 -0.1745 -2.3836
H -3.6391 0.3334 -3.0783
H -2.8842 -3.6524 -2.1339
H -2.4870 -2.3882 -0.8800
H -1.6418 -2.3811 -2.3451
H -3.6074 1.7329 0.2349
H -2.7262 1.9475 -0.9739
C -2.7219 -0.6626 5.1902
C -2.3605 -1.0757 3.7221
C -2.2812 -2.6463 3.5881
O -1.0965 -3.2043 4.2109
C 0.1756 -2.5770 3.9582
N -3.3712 -0.4878 2.9025
H -3.6883 -1.0461 5.5177
H -2.7231 0.4150 5.3537
H -1.9281 -1.0427 5.8332
H -1.4188 -0.6046 3.4403
H -2.3094 -3.0785 2.5879
H -3.1840 -3.1265 3.9658
H 0.1354 -1.5611 4.3514
H 0.3484 -2.4736 2.8870
H 1.0447 -3.1314 4.3125
H -3.3411 -0.8253 1.9510
H -3.2561 0.5103 2.7996
C -1.2669 2.2683 -4.5778
C -0.1369 2.6767 -3.7430
C 0.5528 3.8679 -4.3901
O 1.5390 4.5847 -3.6327
C 2.6461 3.7907 -3.3401
N -0.6758 3.0237 -2.5127
H -2.0847 2.9832 -4.4871
H -1.5422 1.2539 -4.2894
H -1.0277 2.2176 -5.6400
H 0.5491 1.8400 -3.6104
H -0.1285 4.6244 -4.7797
H 1.1336 3.6264 -5.2803
H 2.4420 3.4412 -2.3280
H 3.4599 4.5146 -3.2990
H 2.7168 2.9503 -4.0307
H -0.0888 3.6364 -1.9649
H -0.7156 2.1907 -1.9429
O 4.8803 -1.1076 1.6508
H 5.1497 -0.7065 0.8245
H 3.9365 -1.2372 1.5582
O -1.9240 1.7400 1.8082
H -1.3343 1.4382 1.1172
H -1.5053 1.4574 2.6213
O 1.9781 0.2566 4.4329
H 1.9095 0.5822 5.3305
H 1.3059 0.7384 3.9509
C 5.2992 0.2035 -2.4809
O 6.4665 -0.1534 -2.6411
N 4.8159 1.2574 -1.9697
N 4.2974 -0.6106 -2.7861
H 5.5942 1.8789 -1.8016
H 3.8549 1.3711 -1.6806
H 3.3743 -0.2412 -2.6083
H 4.4324 -1.5089 -3.2277
C 2.1582 3.9906 2.4838
O 2.4053 5.1268 2.8746
N 2.9112 2.9470 2.7545
N 1.1827 3.7664 1.6402
H 3.6770 3.1567 3.3788
H 2.3347 2.1194 2.8066
H 1.2027 2.7916 1.3765
H 0.5794 4.4622 1.2255
C 1.1718 -6.2662 0.0809
O 0.7562 -6.7715 1.0878
N 1.3451 -4.9952 -0.0111
N 1.5927 -6.9872 -0.8636
H 1.6292 -4.5564 -0.8753
H 1.2262 -4.4317 0.8186
H 1.7572 -6.4973 -1.7314
H 1.7602 -7.9832 -0.8639
```

- total charge = -1
- energy (eV) = -74389.773
- frontier orbital gap (eV) = 8.844
- LUMO (eV) = 1.91
- molecular weight (g mol⁻¹) = 650.70


Molecular formula: C3H8N2O
Method: DFT, ωB97M-V/def2-TZVPD

Structure (XYZ):
```
14
Properties=species:S:1:pos:R:3
C 0.7292 -0.8192 -1.2067
C -0.5409 -0.6657 -0.7963
C -0.9834 -1.1939 0.4964
N 1.8275 1.3984 -0.3970
N -0.0176 2.1765 0.9837
O 1.5308 1.5785 0.7073
H 1.5319 -1.2813 -0.6548
H 1.2549 -0.3428 -2.0140
H -1.1700 0.0310 -1.5060
H -1.6020 -0.3309 1.0949
H -0.2400 -1.6570 1.1083
H -1.7197 -2.0412 0.2266
H -0.1072 1.4368 1.7398
H -0.4935 1.7108 0.2180
```

- energy above the lowest of the compared OMol25 structures with the same formula, charge and spin (kJ/mol) = 748.0
- energy (eV) = -8261.574
- frontier orbital gap (eV) = 8.447
- LUMO (eV) = 0.07
- molecular weight (g mol⁻¹) = 88.11


Molecular formula: C4H7NO3
Method: DFT, ωB97M-V/def2-TZVPD

Structure (XYZ):
```
15
Properties=species:S:1:pos:R:3
N 1.0453 0.3182 1.2824
C -0.0343 -0.3099 0.5264
C -1.4967 -0.0036 1.1229
O -2.0890 1.1142 0.6973
C -0.0370 0.1310 -0.9546
C 1.1841 -0.3204 -1.7737
O 2.3190 -0.4222 -1.2269
O 0.9546 -0.5493 -3.0027
H 1.9258 0.1589 0.8147
H 0.7783 1.2987 1.3389
H 0.0646 -1.4037 0.4875
H -2.0905 -0.9205 0.8296
H -1.3968 -0.0109 2.2608
H -0.9257 -0.2939 -1.4212
H -0.2016 1.2133 -0.9815
```

- energy above the lowest of the compared OMol25 structures with the same formula, charge and spin (kJ/mol) = 57.3
- total charge = -2
- energy (eV) = -11892.351
- SMILES = N[C@@H](C[O-])CC(=O)[O-]
- frontier orbital gap (eV) = 6.442
- LUMO (eV) = 7.15
- molecular weight (g mol⁻¹) = 117.10


Molecular formula: C7H13BN4Tc
Method: DFT, ωB97M-V/def2-TZVPD

Structure (XYZ):
```
26
Properties=species:S:1:pos:R:3
Tc -0.5556 1.4003 0.2527
C -2.6372 2.5747 -1.3765
H -3.6057 2.3501 -0.9112
H -1.9700 2.2856 -0.4601
H -2.5538 3.6937 -1.3382
H -2.6539 2.2005 -2.4411
H -0.6057 1.9367 1.8106
B 0.1223 -1.6311 1.3916
N -0.4064 -1.5662 -0.0676
C -0.4663 -2.5360 -0.9922
C -0.7856 -1.9843 -2.2247
C -0.9452 -0.6102 -2.0208
N -0.7318 -0.3653 -0.6870
N 1.3054 -0.6194 1.5546
C 2.6162 -0.7758 1.7930
C 3.2723 0.4311 1.6046
C 2.2915 1.3397 1.2219
N 1.0808 0.7139 1.2399
H 0.6246 -2.7617 1.4618
H -0.7664 -1.5251 2.1656
H -0.2362 -3.5685 -0.7632
H -0.8644 -2.4898 -3.1622
H -1.1932 0.1921 -2.7071
H 3.0171 -1.7450 2.0708
H 4.3088 0.6788 1.7070
H 2.3386 2.3811 0.8778
```

- energy above the lowest of the compared OMol25 structures with the same formula, charge and spin (kJ/mol) = 76.9
- expectation value of S² = 3.800
- total charge = +2
- energy (eV) = -16282.320
- frontier orbital gap (alpha / beta) (eV) = 6.842 / 4.446
- LUMO (alpha / beta) (eV) = -10.07 / -12.43
- multiplicity = 4
- molecular weight (g mol⁻¹) = 262.02